No. 1
This record from the OMol25 dataset describes a structure of composition C20H16MnN4O8S. The level of theory is the ωB97M-V functional and the def2-TZVPD basis.

```
50
Properties=species:S:1:pos:R:3:lowdin_spin:R:1
Mn 1.154 0.835 -0.484 0.74
O -1.951 3.776 -1.616 0.00
C -2.780 3.462 -0.618 0.00
C -4.003 4.149 -0.599 0.00
C -4.931 3.933 0.399 0.00
C -4.666 3.027 1.422 0.00
C -3.461 2.347 1.413 0.00
C -2.513 2.537 0.410 0.00
C -1.241 1.771 0.422 0.00
O -0.650 1.625 -0.701 0.01
N -0.806 1.300 1.568 0.00
N 0.424 0.684 1.357 0.00
C 0.977 0.128 2.369 -0.01
C 2.270 -0.522 2.336 0.00
C 2.693 -1.175 3.502 0.00
C 3.915 -1.804 3.603 0.00
C 4.766 -1.772 2.490 0.00
C 4.393 -1.135 1.334 0.00
C 3.131 -0.486 1.192 0.00
O 2.857 0.094 0.081 0.02
H -1.103 3.274 -1.595 0.00
H -4.186 4.859 -1.396 0.00
H -5.868 4.480 0.383 0.00
H -5.388 2.855 2.211 0.00
H -3.213 1.639 2.194 0.00
H 0.443 0.161 3.319 0.00
H 2.016 -1.174 4.352 0.00
H 4.210 -2.305 4.517 0.00
H 5.737 -2.256 2.540 0.00
H 5.049 -1.100 0.473 0.00
O 3.241 3.302 -2.359 0.00
S 1.938 2.843 -1.924 0.00
O 0.833 3.633 -2.461 0.00
O 1.832 2.741 -0.413 -0.01
O 1.728 1.357 -2.283 0.03
N -2.070 -5.110 -2.241 0.01
C -0.757 -4.719 -2.511 0.02
O -0.036 -5.456 -3.176 0.03
C -0.331 -3.435 -1.954 0.06
C 0.902 -2.881 -2.337 0.01
C 1.289 -1.657 -1.857 0.04
N 0.534 -0.927 -0.994 0.02
C -0.647 -1.465 -0.605 0.03
C -1.102 -2.680 -1.050 0.00
H -2.373 -5.850 -2.855 0.00
H -2.741 -4.370 -2.116 0.00
H 1.536 -3.422 -3.025 0.00
H 2.219 -1.189 -2.150 0.00
H -1.225 -0.876 0.095 0.00
H -2.044 -3.042 -0.660 0.00
```

The expectation value of S² is 0.871. The energy relative to the best compared isomer or geometry (same formula, charge and spin) is 0.0 kJ/mol. The net charge is -2. The total energy is -85499.5686 eV. As for the spin multiplicity: 2. For the HOMO energy (alpha / beta), the calculation gives -0.688 / -1.453 eV.

No. 2
This record from the OMol25 dataset describes a structure of composition C20H17AsN10PRhS4. The level of theory is the ωB97M-V functional and the def2-TZVPD basis.

```
54
Properties=species:S:1:pos:R:3:nbo_charge:R:1
Rh -0.355 1.445 1.270 0.50
S 1.499 2.892 5.485 -0.76
As 1.497 1.562 3.837 0.95
S 1.750 2.531 1.876 -0.34
S -0.373 0.452 3.621 -0.47
S 3.113 0.227 4.227 -0.83
N -2.525 0.096 0.569 -0.84
C -2.312 -1.226 0.087 0.14
C -3.375 -2.091 -0.099 -0.23
C -3.164 -3.410 -0.489 -0.20
C -1.864 -3.855 -0.679 -0.23
C -0.798 -2.994 -0.523 -0.18
C -0.993 -1.651 -0.166 -0.28
P 0.362 -0.509 0.242 1.15
C 1.742 -1.685 0.502 -0.38
C 2.402 -2.288 -0.568 -0.14
C 3.379 -3.235 -0.330 -0.26
C 3.729 -3.563 0.972 -0.21
C 3.092 -2.950 2.036 -0.20
C 2.090 -2.024 1.801 -0.16
C 0.933 0.260 -1.286 -0.60
C 2.220 0.764 -1.305 -0.13
C 2.765 1.341 -2.440 -0.43
C 1.989 1.397 -3.613 -0.18
C 0.695 1.000 -3.634 -0.33
C -0.016 0.564 -2.392 -0.07
H -3.396 0.490 0.220 0.39
H -2.562 0.098 1.593 0.42
H -4.382 -1.735 0.082 0.20
H -4.004 -4.079 -0.617 0.20
H -1.686 -4.886 -0.959 0.21
H 0.206 -3.360 -0.681 0.23
H 2.145 -2.004 -1.580 0.22
H 3.874 -3.713 -1.165 0.20
H 4.509 -4.293 1.148 0.20
H 3.378 -3.181 3.051 0.22
H 1.587 -1.550 2.634 0.27
H 2.834 0.627 -0.423 0.23
H 3.782 1.699 -2.433 0.19
H 2.450 1.741 -4.533 0.19
H 0.095 1.075 -4.528 0.19
H -0.687 -0.292 -2.591 0.19
N -2.410 4.105 -0.179 -0.59
C -1.979 3.161 -1.053 0.45
N -2.558 2.981 -2.253 -0.34
N -1.893 2.020 -2.829 -0.04
N -0.955 1.643 -2.012 0.01
N -0.939 2.333 -0.882 -0.32
C -2.346 3.972 1.196 0.42
N -2.994 4.788 2.015 -0.40
N -2.718 4.318 3.236 -0.11
N -1.966 3.289 3.163 -0.08
N -1.702 3.015 1.884 -0.45
H -3.166 4.691 -0.502 0.42
```

The net charge is -2. The total energy is -152394.5661 eV. For the HOMO energy, the calculation gives -1.148 eV.

No. 3
This record from the OMol25 dataset describes a structure of composition C20H17ClCrF6I2N2O7. The level of theory is the ωB97M-V functional and the def2-TZVPD basis.

```
56
Properties=species:S:1:pos:R:3:lowdin_spin:R:1
Cr 0.082 -0.199 0.415 2.91
O 1.964 -0.342 -0.017 0.02
C 2.663 -0.209 -1.076 0.00
C 4.083 -0.169 -0.971 0.00
C 4.877 -0.067 -2.082 0.00
C 4.323 -0.001 -3.375 0.00
C 2.957 -0.035 -3.501 0.00
C 2.109 -0.129 -2.384 0.00
C 0.690 -0.105 -2.603 0.00
N -0.223 -0.050 -1.712 -0.02
C -1.612 0.051 -2.183 0.00
C -2.533 0.069 -0.968 0.00
N -1.936 -0.876 -0.065 0.01
C -2.600 -1.836 0.440 0.00
C -1.983 -2.883 1.215 0.00
C -2.769 -3.835 1.871 0.00
C -2.197 -4.863 2.585 0.00
C -0.798 -4.942 2.645 0.00
C -0.003 -4.023 2.000 0.00
C -0.571 -2.961 1.259 0.00
O 0.206 -2.135 0.624 0.02
H 4.500 -0.223 0.026 0.00
H 5.955 -0.038 -1.960 0.00
H 4.959 0.080 -4.247 0.00
H 2.500 0.022 -4.485 0.00
H 0.378 -0.091 -3.655 0.00
H -1.745 0.959 -2.772 0.00
H -1.836 -0.814 -2.817 0.00
H -2.528 1.049 -0.490 0.00
H -3.564 -0.181 -1.239 0.00
H -3.677 -1.899 0.257 0.00
H -3.848 -3.729 1.826 0.00
H -2.813 -5.582 3.109 0.00
H -0.330 -5.732 3.223 0.00
H 1.077 -4.063 2.061 0.00
I 0.921 -0.130 3.245 0.41
I 3.661 -1.192 4.529 0.49
C 1.464 3.046 -1.098 0.00
C 0.401 2.969 0.011 0.01
O 0.139 1.729 0.451 0.07
C -0.898 3.630 -0.524 0.00
F -1.902 3.627 0.344 0.00
F -0.718 4.915 -0.925 0.00
F -1.327 2.967 -1.628 0.00
C 0.932 3.786 1.223 0.00
F 0.067 3.844 2.234 0.00
F 1.238 5.075 0.893 0.00
F 2.065 3.239 1.677 0.00
H 1.112 2.485 -1.960 0.00
H 2.372 2.575 -0.727 0.00
H 1.675 4.074 -1.393 0.00
O -3.577 1.561 3.635 0.00
Cl -3.388 0.630 2.552 0.00
O -3.406 -0.728 3.050 0.00
O -4.460 0.788 1.576 0.00
O -2.128 0.891 1.882 0.03
```

The expectation value of S² is 6.032. The net charge is -2. The total energy is -111778.0972 eV. As for the spin multiplicity: 5. For the HOMO energy (alpha / beta), the calculation gives -2.098 / -2.713 eV.

No. 4
This record from the OMol25 dataset describes a structure of composition C20H17CoI4N4OS. The level of theory is the ωB97M-V functional and the def2-TZVPD basis.

```
48
Properties=species:S:1:pos:R:3:lowdin_spin:R:1
Co 0.272 0.042 0.130 0.95
I 3.292 -5.637 3.634 0.12
C 2.152 -4.453 2.421 0.22
C 2.001 -4.800 1.070 -0.02
C 1.313 -3.962 0.237 0.16
I 1.092 -4.413 -1.757 0.05
C 0.786 -2.699 0.742 0.12
O 0.273 -1.863 -0.036 0.20
C 0.841 -2.449 2.176 0.10
C 0.011 -1.340 2.762 0.01
N 0.213 -0.030 2.117 0.00
C -0.773 0.980 2.558 0.00
C -0.567 2.210 1.719 0.01
C -0.725 3.494 2.193 0.00
C -0.531 4.554 1.317 0.00
C -0.181 4.292 0.004 0.00
C -0.022 2.978 -0.390 0.01
N -0.214 1.958 0.449 0.00
C 1.534 -3.298 2.971 0.02
H 2.453 -5.703 0.685 0.00
H 0.208 -1.268 3.832 0.00
H -1.043 -1.601 2.637 0.00
H 1.147 0.312 2.355 0.00
H -0.700 1.201 3.624 0.00
H -1.770 0.573 2.371 0.00
H -0.987 3.660 3.229 0.00
H -0.638 5.573 1.664 0.00
H -0.018 5.088 -0.709 0.00
H 0.282 2.720 -1.395 0.00
H 1.605 -3.113 4.036 0.00
I 2.972 0.870 0.484 0.42
I 4.413 -1.918 0.030 0.62
N 2.097 -0.761 -2.582 0.00
C 0.900 -0.218 -2.774 0.00
N 0.068 0.150 -1.824 -0.01
C -1.161 0.568 -2.375 0.00
C -2.310 0.891 -1.661 0.01
C -3.444 1.289 -2.352 0.00
C -3.449 1.361 -3.744 0.00
C -2.322 1.007 -4.466 0.00
C -1.194 0.605 -3.766 0.00
S 0.327 0.042 -4.402 0.00
H 2.471 -0.914 -1.653 0.00
H 2.659 -1.051 -3.363 0.00
H -2.328 0.819 -0.581 0.00
H -4.341 1.538 -1.802 0.00
H -4.341 1.682 -4.264 0.00
H -2.324 1.034 -5.548 0.00
```

The expectation value of S² is 3.791. The energy relative to the best compared isomer or geometry (same formula, charge and spin) is 88.9 kJ/mol. The net charge is +1. The total energy is -109885.4836 eV. As for the spin multiplicity: 4. For the HOMO energy (alpha / beta), the calculation gives -10.104 / -10.844 eV.

No. 5
This record from the OMol25 dataset describes a structure of composition C20H17CrF6NO7S4. The level of theory is the ωB97M-V functional and the def2-TZVPD basis.

```
56
Properties=species:S:1:pos:R:3:lowdin_spin:R:1
Cr 0.391 0.223 -1.502 3.11
F 2.702 3.525 0.498 0.00
C 1.393 3.746 0.485 0.00
F 0.797 2.846 1.273 0.00
F 1.157 4.960 0.985 0.00
S 0.706 3.617 -1.240 0.00
O 0.990 2.271 -1.688 0.01
O 1.326 4.684 -1.946 0.00
N -0.820 3.875 -0.953 0.00
S -1.932 2.830 -1.326 0.00
O -2.772 3.204 -2.411 0.00
O -1.506 1.446 -1.251 0.02
C -2.971 3.005 0.207 0.00
F -3.291 4.273 0.445 0.00
F -2.263 2.536 1.253 0.00
F -4.092 2.295 0.107 0.00
C 3.700 -1.287 -4.432 -0.01
C 2.453 -0.703 -3.812 0.01
S 2.569 -0.398 -2.088 -0.10
C 1.339 -0.450 -4.511 0.00
C 1.200 -0.744 -5.981 -0.01
S -0.097 0.219 -3.756 -0.09
H 4.516 -1.252 -3.712 0.00
H 3.998 -0.728 -5.322 0.00
H 3.544 -2.330 -4.718 0.00
H 2.159 -0.691 -6.497 0.00
H 0.509 -0.033 -6.436 0.00
H 0.787 -1.747 -6.128 0.00
O 0.043 0.215 0.734 0.02
C -0.180 -1.093 1.327 0.00
C 0.212 -2.135 0.210 0.00
O 0.518 -3.258 0.557 0.00
O 0.094 -1.674 -0.978 0.01
C -1.641 -1.435 1.573 0.00
C -2.651 -0.914 0.770 0.00
C -3.969 -1.310 0.941 0.00
C -4.294 -2.255 1.900 0.00
C -3.291 -2.800 2.687 0.00
C -1.975 -2.399 2.524 0.00
C 0.689 -1.134 2.565 0.00
C 0.206 -0.667 3.785 0.00
C 1.048 -0.553 4.880 0.00
C 2.388 -0.891 4.766 0.00
C 2.876 -1.352 3.552 0.00
C 2.035 -1.469 2.457 0.00
H -0.621 0.820 1.092 0.00
H -2.416 -0.226 -0.021 0.00
H -4.736 -0.886 0.305 0.00
H -5.319 -2.587 2.016 0.00
H -3.536 -3.554 3.425 0.00
H -1.191 -2.851 3.116 0.00
H -0.835 -0.384 3.879 0.00
H 0.658 -0.182 5.820 0.00
H 3.053 -0.783 5.615 0.00
H 3.923 -1.610 3.449 0.00
H 2.420 -1.823 1.509 0.00
```

The expectation value of S² is 3.889. The net charge is -1. The total energy is -124910.0414 eV. As for the spin multiplicity: 4. For the HOMO energy (alpha / beta), the calculation gives -4.006 / -4.191 eV.

Which value of net charge does entry 3 give? -2

Among the records above, which one has the highest net charge? C20H17CoI4N4OS

Which formula does entry 2 have? C20H17AsN10PRhS4